Entry 1:
DFT (ωB97M-V/def2-TZVPD) results for C5H10N2S in the gas phase at a distorted geometry.

The geometry in XYZ format:
```
18
Properties=species:S:1:pos:R:3:forces:R:3
C -1.921170 -1.512123 -0.156932 0.1 -0.4 -1.1
C -1.578980 -0.098603 0.220909 0.8 0.5 0.8
C -0.312490 1.565907 0.053372 -0.9 -0.1 1.5
C -0.113510 0.210839 0.738142 -1.5 -1.0 1.1
C 3.514186 -0.112511 -0.224889 -0.9 2.7 0.0
H -3.032930 -1.626445 -0.305947 1.1 -0.1 0.5
H -1.467210 -1.769137 -1.176509 -0.3 -0.1 1.6
H -1.488646 -2.098342 0.733385 -0.9 0.2 -1.7
H -2.260641 0.146516 1.009998 -0.4 0.3 0.7
H -1.271679 0.797584 -1.651793 -0.5 0.5 1.6
H -0.535860 2.288498 0.889644 0.0 -0.3 -1.2
H 0.541242 1.884124 -0.501028 0.3 0.5 -0.7
H 0.000324 0.163338 1.878378 0.0 0.3 -1.6
H 4.304160 0.646833 -0.204185 -0.1 -0.3 0.1
H 3.754685 -1.040706 -0.677066 0.0 -1.2 0.0
N -1.571089 1.100197 -0.674507 1.5 -0.6 -1.4
N 2.342744 0.334147 0.073915 1.2 -2.1 -0.2
S 1.096859 -0.880114 -0.024895 0.3 1.2 0.0
```
Forces are in eV/Å.

Properties
- Frontier orbital gap: 9.5 eV
- Calculated total energy: -704.11673 Eh
- Energy relative to the best compared isomer or geometry (same formula, charge and spin): 67.2 kcal/mol
- E_HOMO: -8.621 eV
- SMILES string: C=NS[C@H]1CN[C@H]1C
- Largest force on an atom: 2.86 eV Å⁻¹

Here are the natural (NBO) charges for atoms 1 to 5, given in e: C -0.638; C -0.046; C -0.230; C -0.380; C -0.082

Entry 2:
DFT (ωB97M-V/def2-TZVPD) results for C3H3NO2S in the gas phase at a distorted geometry.

The geometry in XYZ format:
```
10
Properties=species:S:1:pos:R:3:forces:R:3
C -1.564391 -0.886290 4.229892 0.5 -0.4 0.3
C 0.064406 0.088118 -0.704619 0.6 -0.4 -0.8
C 0.667568 0.341236 0.434644 -4.1 -2.2 0.7
N -0.573898 -0.169626 4.195508 0.7 -0.2 -1.7
O -1.389235 1.236944 2.262086 0.8 -0.2 -0.9
O -2.449288 -1.617908 4.401975 -0.4 0.1 -0.2
S -0.075623 0.624847 2.480944 -0.8 0.8 0.6
H 0.460405 0.506181 -1.678739 -0.4 -0.4 1.2
H -0.729922 -0.643408 -0.783679 -0.2 0.2 0.0
H 1.329528 1.070555 0.574336 3.2 2.7 0.7
```
Forces are in eV/Å.

Properties
- Frontier orbital gap (alpha / beta): 7.6 / 7.6 eV
- Calculated total energy: -719.36917 Eh
- Energy relative to the best compared isomer or geometry (same formula, charge and spin): 132.5 kcal/mol
- E_HOMO (alpha / beta): -9.523 / -9.517 eV
- Largest force on an atom: 4.69 eV Å⁻¹

Here are the natural (NBO) charges for atoms 1 to 5, given in e: C 0.829; C -0.387; C -0.283; N -0.750; O -0.834

Entry 3:
DFT (ωB97M-V/def2-TZVPD) results for a molecular structure, C28H24AuBClNO4 at a distorted geometry.

The geometry in XYZ format:
```
60
Properties=species:S:1:pos:R:3:forces:R:3
Au 0.047183 0.309008 0.013008 -0.5 -0.4 -1.0
C -0.117238 -0.098146 4.671381 0.1 0.2 0.1
C -0.771074 -1.309291 4.809498 -0.1 -0.2 0.2
C -1.120737 -2.033869 3.683813 -0.1 -0.3 0.3
C -0.812237 -1.533730 2.432120 0.3 0.1 -1.0
N -0.204934 -0.348116 2.303334 -0.2 0.5 1.2
C 0.145396 0.354959 3.395134 -0.2 -0.4 -0.6
C -1.114535 -2.247588 1.130600 0.1 0.4 0.3
C -1.727052 -3.492305 1.096619 -0.3 -0.3 0.0
C -2.009493 -4.113396 -0.117525 0.1 0.1 0.1
C -1.691122 -3.485527 -1.318340 -0.1 -0.1 0.0
C -1.063152 -2.243510 -1.314182 -0.1 0.0 0.3
C -0.794156 -1.649467 -0.088475 2.0 0.4 0.1
H 0.172361 0.493061 5.530167 0.0 0.0 0.0
H -1.007089 -1.696938 5.796338 0.0 0.1 -0.1
H -1.622727 -2.985068 3.786783 0.0 0.0 0.0
H 0.651066 1.304807 3.223641 -0.2 -0.2 0.0
H -1.992193 -3.997068 2.020923 0.0 0.0 -0.1
H -2.481397 -5.090454 -0.120859 0.1 0.1 0.0
H -1.916012 -3.969738 -2.263789 0.0 0.0 0.1
H -0.805094 -1.749057 -2.249774 0.0 -0.2 0.2
Cl 4.297119 1.685880 -5.243921 -0.2 0.0 0.2
C 2.876919 1.995154 -4.265719 0.1 0.0 -0.1
C 1.999206 0.962126 -3.988069 -0.1 -0.1 0.1
C 0.891496 1.218936 -3.179589 0.0 -0.1 -0.2
C 0.643329 2.496575 -2.683947 0.2 -0.1 -0.1
C 1.517484 3.522925 -3.017566 0.2 0.0 -0.1
C 2.647534 3.274109 -3.791966 -0.1 0.2 0.1
C -0.553242 2.818710 -1.821556 -0.1 -0.8 0.7
O -1.098792 3.893052 -1.952238 -0.1 -0.3 0.2
O -0.918230 1.860100 -0.963550 0.2 2.1 -0.7
H 2.189027 -0.027912 -4.390067 -0.1 0.1 0.1
H 0.195407 0.413607 -2.959501 0.1 0.1 0.0
H 1.302553 4.523182 -2.659539 0.0 -0.1 0.0
H 3.345836 4.065992 -4.039409 -0.1 0.0 0.1
C 8.690031 0.469650 -1.350550 0.2 -0.2 0.1
C 7.681187 1.372340 -2.070185 -0.2 0.0 0.0
C 7.780842 2.782147 -1.478068 -0.1 0.2 0.1
C 8.060207 1.460612 -3.561784 -0.1 0.0 -0.1
C 6.276647 0.749779 -1.890509 0.1 0.1 -0.1
C 6.032053 -0.534058 -2.404369 -0.1 0.0 0.1
C 4.801809 -1.184817 -2.262598 0.4 0.0 -0.2
C 3.824105 -0.496651 -1.588908 -0.8 -0.8 -0.1
O 2.508460 -0.901459 -1.312072 0.6 0.7 0.1
B 1.986894 0.195027 -0.638115 -0.6 -1.3 -0.3
O 2.888650 1.217364 -0.437196 0.0 -0.4 -0.2
C 4.047363 0.749343 -1.083180 -0.3 0.9 0.5
C 5.243268 1.412860 -1.209829 0.4 0.2 0.0
H 9.703098 0.890337 -1.416755 -0.2 -0.1 0.0
H 8.717996 -0.534385 -1.794257 0.0 0.2 0.1
H 8.432762 0.364459 -0.287845 0.1 0.0 -0.2
H 8.787923 3.180169 -1.664055 -0.2 -0.1 0.1
H 7.620631 2.787395 -0.389509 0.0 0.0 -0.3
H 7.061513 3.477876 -1.933960 0.2 -0.2 0.1
H 9.053575 1.923662 -3.675806 -0.3 -0.1 0.1
H 7.332741 2.066296 -4.117559 0.1 -0.1 0.1
H 8.102483 0.468404 -4.029416 0.0 0.2 0.1
H 6.831700 -1.054152 -2.926915 -0.2 0.1 0.1
H 4.629741 -2.180200 -2.662779 0.0 0.2 0.1
H 5.365313 2.410196 -0.782562 0.0 -0.4 -0.2
```
Forces are in eV/Å.

Properties
- Frontier orbital gap (alpha / beta): 6.6 / 6.6 eV
- Calculated total energy: -2057.86665 Eh
- Energy relative to the best compared isomer or geometry (same formula, charge and spin): 50.4 kcal/mol
- E_HOMO (alpha / beta): -8.178 / -8.176 eV
- Largest force on an atom: 2.27 eV Å⁻¹

Here are the natural (NBO) charges for atoms 1 to 5, given in e: Au 1.019; C -0.260; C -0.145; C -0.234; C 0.186

Entry 4:
DFT (ωB97M-V/def2-TZVPD) results for 7 unconnected molecules or ions with the total composition C44H98N4O7 at a distorted geometry.

The geometry in XYZ format:
```
153
Properties=species:S:1:pos:R:3:forces:R:3
C 0.963732 -1.831173 -2.210773 0.5 2.2 -0.8
C 0.117119 -0.641017 -1.614171 -0.2 -1.4 0.1
C -0.803117 -1.194854 -0.545264 -0.3 -0.4 -0.7
O 0.996677 0.344963 -1.115395 1.1 0.2 -0.9
H 1.594008 -1.285584 -2.954206 -0.3 -0.9 0.1
H 0.333560 -2.569544 -2.724434 0.2 0.2 0.2
H 1.694833 -2.285570 -1.525034 -0.7 0.1 0.2
H -0.517995 -0.182634 -2.442053 0.8 -0.5 0.8
H -1.482189 -1.928932 -0.969925 0.2 -0.6 -0.4
H -1.514504 -0.462175 -0.265464 -0.4 1.2 1.1
H -0.278965 -1.676525 0.278924 0.0 0.3 0.1
H 0.890535 0.732422 -0.230926 -0.7 -0.5 0.3
C 2.138092 3.278350 0.946103 -0.4 -0.1 0.4
C 1.588675 2.315975 2.019235 -0.2 0.8 0.5
C 0.911622 2.961078 3.230570 -0.2 0.5 -0.6
O 0.657056 1.345262 1.483005 1.0 0.0 -0.4
H 1.286212 3.772561 0.506857 -0.3 0.3 -0.4
H 2.642019 2.686235 0.205230 0.1 -0.2 -0.5
H 2.880672 4.065413 1.210039 -0.6 -0.6 0.6
H 2.419009 1.735904 2.383133 0.3 -0.4 0.2
H -0.058645 3.416332 2.932194 0.7 -0.1 0.1
H 1.572452 3.717768 3.670949 -0.2 -0.1 0.0
H 0.680396 2.185640 3.947873 0.0 -0.2 0.3
H -0.180929 1.785200 1.330202 -0.5 0.4 0.0
C 1.971772 -0.189130 6.125028 -1.0 1.1 -0.4
C 2.357036 -1.225976 5.103621 0.3 -0.7 -0.8
C 2.729243 -2.457025 5.964461 0.3 -0.8 -0.9
C 2.919904 -3.738477 5.094574 1.2 1.5 0.7
C 1.699631 -4.008834 4.252449 0.4 -1.3 -1.2
C 1.147120 -2.814291 3.485538 1.0 1.9 -0.5
N 1.116493 -1.627672 4.369923 -0.2 -0.7 1.5
O 0.438531 -0.549018 3.775735 1.2 -0.2 -0.8
C 1.984253 -2.499729 2.204144 1.1 -0.5 0.4
C -0.250055 -3.080575 3.029512 -1.3 -1.3 1.3
C 3.451738 -0.663740 4.129345 0.6 0.9 1.2
H 2.766346 0.135254 6.772860 0.6 -0.5 0.4
H 1.102638 -0.551106 6.688624 0.3 0.2 0.0
H 1.686623 0.739256 5.641153 -0.4 0.2 -0.3
H 3.603009 -2.300355 6.595411 0.4 0.3 -0.4
H 1.946496 -2.535982 6.698266 -0.7 -0.4 0.1
H 3.244410 -4.587824 5.692918 -0.5 -0.2 0.2
H 3.863976 -3.500440 4.567490 -0.6 -0.2 -0.6
H 0.963231 -4.539021 4.868989 -0.2 0.6 0.0
H 1.916654 -4.743911 3.436331 0.1 0.3 0.6
H 1.816392 -1.511813 1.808368 -0.3 0.6 0.0
H 3.084536 -2.549066 2.350050 -0.7 -0.2 0.0
H 1.714344 -3.149187 1.383935 0.0 -0.5 -0.2
H -0.849846 -3.168098 3.988246 0.3 -0.3 -1.2
H -0.737256 -2.308262 2.455853 0.2 0.4 -0.3
H -0.229686 -4.018549 2.431687 -0.4 0.4 0.5
H 3.044294 0.008948 3.393347 -0.6 -0.1 -0.5
H 4.200540 -1.263356 3.632501 -0.4 -1.0 -0.1
H 4.106217 0.036710 4.652570 -0.1 0.0 0.6
H 0.929926 -0.416762 2.929700 -0.7 0.6 0.4
C -4.623841 3.216043 1.046801 -1.5 1.0 -0.8
C -3.658831 2.071629 0.709275 0.9 -0.8 -0.6
C -4.301159 1.071048 -0.274089 -0.7 2.4 -0.4
C -4.376860 1.670515 -1.707482 -1.9 -2.2 -0.5
C -3.017301 2.025456 -2.150752 0.9 1.7 -1.0
C -2.339866 3.010905 -1.192660 0.3 1.7 -0.1
N -2.296721 2.432148 0.119585 -2.0 -0.6 1.5
O -1.645361 3.320142 1.004973 0.3 0.2 0.4
C -0.891458 3.163484 -1.580891 -0.4 1.1 -1.9
C -3.024814 4.418753 -1.261673 0.5 -0.9 0.6
C -3.343640 1.302889 1.968288 0.0 -0.1 0.5
H -5.178862 3.062320 1.989859 0.7 0.0 -0.2
H -5.476634 3.334862 0.308785 1.0 -0.4 0.4
H -4.202736 4.236353 1.017338 0.1 -0.5 0.5
H -3.686700 0.212942 -0.266537 0.4 -1.2 -0.1
H -5.291719 0.909981 0.160641 0.0 -0.5 -0.3
H -5.132836 2.476191 -1.759926 0.5 -0.2 0.0
H -4.729912 0.876020 -2.460914 0.1 0.9 1.2
H -2.949305 2.406682 -3.199769 -0.5 0.3 0.8
H -2.421282 1.151762 -2.283777 0.6 -1.0 0.6
H -0.308581 3.991116 -1.224983 -0.1 0.3 1.1
H -0.463450 2.241856 -1.376441 1.4 -1.6 0.4
H -0.805386 3.336129 -2.652238 -0.2 -0.3 -0.4
H -2.638137 5.171433 -0.522148 -0.3 -0.9 -0.6
H -2.647786 4.680940 -2.227889 -0.6 1.0 -0.8
H -4.111423 4.305935 -1.173774 0.3 0.5 -0.4
H -4.257063 0.999180 2.461302 -0.4 -0.5 -0.2
H -2.944793 1.989135 2.695503 0.8 0.1 0.3
H -2.683009 0.436139 1.788137 -0.2 0.5 0.2
H -2.268109 4.013853 1.292076 0.1 -0.2 -0.3
C -4.412463 -2.404383 -2.824743 -0.6 0.2 0.5
C -4.964237 -3.803296 -2.542525 1.6 -3.2 0.4
C -3.752353 -4.819604 -2.207878 -1.5 -0.6 0.1
C -3.371263 -4.863535 -0.751183 0.3 -0.2 1.2
C -4.517487 -5.016934 0.232101 -1.0 0.7 -0.9
C -5.501039 -3.879106 0.035583 -1.0 1.4 -0.5
N -5.994937 -4.016722 -1.439014 1.6 0.6 0.2
O -6.951522 -2.996083 -1.733849 -0.6 -0.2 0.7
C -6.730384 -4.137145 0.979904 1.1 0.9 -1.4
C -4.952219 -2.464060 0.317967 1.3 -0.2 -1.3
C -5.529287 -4.428840 -3.856236 0.1 2.2 0.9
H -5.133138 -1.683048 -2.432500 0.1 0.2 -0.3
H -4.320000 -2.308908 -3.901224 0.0 0.3 -0.2
H -3.433740 -2.168601 -2.396264 -0.1 -0.3 0.1
H -3.990656 -5.866286 -2.569524 -0.3 1.0 0.6
H -2.833962 -4.647647 -2.748369 0.1 0.8 -0.6
H -2.848633 -3.953811 -0.439616 0.4 -0.2 -0.3
H -2.741932 -5.734995 -0.613817 0.6 0.1 0.1
H -4.274059 -5.021446 1.302830 0.4 -0.4 -0.4
H -5.121311 -5.870932 -0.080065 0.2 -0.5 0.5
H -7.149616 -5.033658 0.584372 -0.8 -0.7 0.2
H -6.449972 -4.214392 2.007437 0.6 -0.5 0.6
H -7.418497 -3.306684 1.011999 -0.5 0.2 -0.6
H -5.677313 -1.709565 0.118898 -1.0 0.4 0.0
H -4.606182 -2.333332 1.327820 0.1 -0.1 0.6
H -4.114735 -2.129798 -0.356199 -0.5 -0.8 0.7
H -4.643561 -4.606464 -4.446522 0.0 -0.2 -0.6
H -6.193526 -3.696632 -4.325147 0.1 -0.2 -0.2
H -6.073028 -5.314328 -3.655626 -0.4 -1.0 0.2
H -7.749867 -3.424163 -1.399426 -0.2 0.3 -0.3
C 3.417460 3.833424 -2.637609 1.5 -0.2 0.9
C 4.737126 3.234744 -2.082129 -0.2 1.2 0.0
C 5.446529 4.298469 -1.207471 0.0 -2.5 1.3
C 6.442741 3.666631 -0.207239 2.0 0.4 -0.5
C 5.971724 2.489875 0.591187 -0.7 0.2 0.6
C 5.418110 1.513024 -0.403582 -0.7 -2.3 1.2
N 4.342993 2.142063 -1.184891 -0.3 -1.3 -1.1
O 3.767914 1.063951 -2.084059 1.3 1.3 0.6
C 6.546491 0.800199 -1.155927 -0.6 -0.2 -1.5
C 4.714980 0.409968 0.463915 -0.3 0.9 -0.6
C 5.556505 2.784592 -3.242672 1.5 -1.2 -0.6
H 3.630720 4.779155 -3.132274 -0.2 0.0 -0.1
H 3.037747 3.093029 -3.311865 -0.7 -0.1 -0.4
H 2.817828 3.949541 -1.745218 -0.7 0.3 -0.2
H 6.040554 4.989203 -1.750865 -0.1 0.9 -0.9
H 4.680398 4.744097 -0.593344 -0.3 0.7 0.0
H 7.438920 3.365460 -0.707640 -1.6 0.5 0.4
H 6.722829 4.450832 0.467711 0.3 0.6 0.4
H 5.189647 2.697123 1.364958 0.3 0.4 -0.8
H 6.773262 2.023001 1.195494 -0.1 0.2 -0.6
H 6.075196 0.199346 -1.945687 0.2 0.1 0.1
H 7.040932 0.102894 -0.532316 0.4 -0.7 1.0
H 7.350079 1.367502 -1.629017 -0.3 0.3 0.3
H 5.437705 -0.080378 1.056401 1.0 -0.8 0.5
H 4.119987 -0.292581 -0.088503 0.1 -0.5 -0.5
H 4.027901 0.820549 1.185289 -0.3 0.7 0.2
H 4.964064 2.092123 -3.817156 -0.2 -0.2 -0.5
H 5.934856 3.561944 -3.883972 -0.4 0.7 -0.3
H 6.472853 2.221413 -3.003608 -0.5 0.4 0.2
H 2.917919 0.859923 -1.694714 -0.8 0.0 0.5
C 0.642769 1.163923 -6.168244 -1.3 -0.1 0.9
C 2.093920 1.313234 -5.865826 1.6 -0.3 0.7
O 2.512669 0.164366 -5.112957 0.1 -0.3 0.5
H 0.270480 1.891174 -6.905850 0.2 -0.7 -0.2
H 0.063534 1.418239 -5.251435 0.4 -0.2 -0.3
H 0.441029 0.073432 -6.323570 0.0 1.1 -0.6
H 2.309225 2.167197 -5.200712 -0.1 0.2 -0.8
H 2.765363 1.314378 -6.758186 -0.7 0.4 0.4
H 2.764677 0.424363 -4.211583 0.0 0.0 -0.4
```
Forces are in eV/Å.

Properties
- Frontier orbital gap: 8.7 eV
- Calculated total energy: -2480.71113 Eh
- E_HOMO: -8.206 eV
- SMILES string: CC1(C)CCCC(C)(C)N1O.CC1(C)CCCC(C)(C)N1O.CC1(C)CCCC(C)(C)N1O.CC1(C)CCCC(C)(C)N1O.CC(C)O.CC(C)O.CCO
- Largest force on an atom: 3.59 eV Å⁻¹

Here are the Löwdin charges for atoms 1 to 5, given in e: C -0.028; C -0.453; C -0.043; O -0.082; H 0.065

Q: Which value of calculated total energy does entry 3 give?
A: -2057.86665 Eh

Q: The lowest calculated total energy belongs to which entry?
A: C44H98N4O7

Q: The lowest largest force on an atom belongs to which entry?
A: C28H24AuBClNO4